The following is a quantum chemistry calculation of a structure of composition C28H46Cl2GaNOP, from the OMol25 dataset.

Each line ends with the Löwdin charge.
CARTESIAN COORDINATES (ANGSTROEM)
P (-0.7132, 0.5080, -0.3544)  0.993
C (-1.2450, -0.1703, -2.0737)  -0.430
C (-2.0720, 0.6922, -3.0475)  -0.213
C (-2.5693, -0.1104, -4.2583)  -0.202
C (-1.4704, -0.9454, -4.9281)  -0.209
C (-0.5384, -1.6883, -3.9600)  -0.195
C (-0.0540, -0.8084, -2.7987)  -0.220
C (0.5683, 1.8021, -0.8097)  -0.451
C (0.2402, 2.5609, -2.0870)  -0.230
C (1.1684, 3.7616, -2.2540)  -0.202
C (2.6419, 3.3364, -2.2008)  -0.205
C (2.9972, 2.3406, -1.0806)  -0.189
C (1.9780, 1.2072, -0.8957)  -0.211
C (-2.1750, 1.6535, -0.1039)  -0.463
C (-3.4535, 0.8287, 0.0905)  -0.215
C (-4.6831, 1.7388, 0.2369)  -0.203
C (-4.5221, 2.8073, 1.3298)  -0.212
C (-3.1732, 3.5414, 1.2645)  -0.202
C (-1.9751, 2.5971, 1.0841)  -0.245
H (-1.8963, -0.9798, -1.7027)  0.064
H (-1.4731, 1.5279, -3.4354)  0.090
H (-2.9482, 1.1329, -2.5526)  0.092
H (-2.9874, 0.5877, -4.9960)  0.103
H (-3.3991, -0.7584, -3.9465)  0.108
H (-1.9380, -1.6772, -5.5978)  0.100
H (-0.8616, -0.2762, -5.5506)  0.107
H (-1.0580, -2.5581, -3.5355)  0.114
H (0.3274, -2.0761, -4.5130)  0.107
H (0.5325, -1.4315, -2.1058)  0.086
H (0.6166, -0.0308, -3.1970)  0.097
H (0.5270, 2.4984, 0.0446)  0.090
H (0.9477, 4.4979, -1.4693)  0.110
H (-0.7980, 2.9146, -2.0958)  0.094
H (0.3766, 1.8933, -2.9491)  0.095
H (0.9513, 4.2462, -3.2151)  0.103
H (3.2705, 4.2266, -2.0848)  0.099
H (2.8952, 2.8852, -3.1695)  0.107
H (3.9931, 1.9173, -1.2665)  0.110
H (3.0573, 2.8868, -0.1287)  0.112
H (2.2276, 0.6266, 0.0076)  0.095
H (2.0306, 0.5121, -1.7473)  0.098
H (-2.2582, 2.2628, -1.0164)  0.087
H (-3.6290, 0.1241, -0.7369)  0.100
H (-3.3194, 0.2292, 1.0047)  0.119
H (-4.8721, 2.2411, -0.7242)  0.109
H (-5.5606, 1.1203, 0.4561)  0.102
H (-4.6599, 2.3561, 2.3246)  0.109
H (-5.3312, 3.5423, 1.2313)  0.098
H (-3.0266, 4.1254, 2.1809)  0.103
H (-3.1867, 4.2524, 0.4243)  0.109
H (-1.0628, 3.2049, 0.9849)  0.098
H (-1.8458, 1.9666, 1.9752)  0.056
Ga (0.4914, -1.3616, 1.7216)  -0.240
Cl (0.3335, 0.6865, 2.5821)  0.191
Cl (-1.0353, -2.3858, 0.5147)  0.171
C (2.2798, -2.0839, 1.9503)  -0.222
H (2.5870, -2.3125, 2.9792)  -0.013
C (3.2534, -2.4505, 1.0088)  -0.382
C (4.5125, -2.9305, 1.5276)  -0.112
C (5.6190, -3.0590, 0.6959)  -0.157
C (5.4892, -2.7844, -0.6859)  -0.186
C (4.2350, -2.4356, -1.2422)  -0.151
C (3.1216, -2.2935, -0.4282)  -0.102
H (4.5732, -3.1213, 2.6064)  0.084
H (6.5887, -3.3677, 1.1182)  0.082
H (4.1375, -2.2713, -2.3241)  0.084
H (2.1279, -2.0287, -0.8071)  0.061
H (6.3730, -2.8433, -1.3237)  0.058
C (-1.2618, -3.7621, 5.4427)  -0.026
N (-0.0941, -2.8948, 5.5817)  -0.168
C (0.6860, -2.9345, 6.8208)  -0.039
C (0.3614, -2.2467, 4.5147)  -0.257
O (-0.2841, -2.2776, 3.4211)  -0.134
H (-1.5058, -4.1450, 6.4340)  0.077
H (-1.0473, -4.6026, 4.7702)  0.103
H (-2.1065, -3.1981, 5.0341)  0.097
H (1.6749, -3.3854, 6.6526)  0.095
H (0.8398, -1.9190, 7.2070)  0.092
H (0.1434, -3.5296, 7.5638)  0.081
H (1.3158, -1.7050, 4.6126)  0.144

Atomic forces in eV per Å
0.12 1.02 -1.76
-0.01 0.08 0.70
0.05 0.11 -0.20
-0.04 -0.20 0.19
0.12 0.03 -0.03
-0.10 0.00 0.15
-0.14 -0.29 -0.16
-0.47 -0.38 0.16
0.29 0.50 -0.01
0.06 -0.07 0.06
0.08 -0.09 -0.10
-0.08 0.05 0.19
0.09 0.15 -0.05
0.27 -0.06 -0.05
-0.13 0.20 0.21
0.13 0.02 0.05
-0.03 0.03 0.06
0.05 -0.16 -0.11
-0.31 -0.06 0.29
0.12 -0.06 -0.38
-0.23 -0.31 0.15
0.23 -0.08 -0.10
-0.01 -0.13 0.08
0.13 -0.05 0.03
0.11 0.15 -0.07
-0.02 -0.05 0.03
0.02 0.11 -0.04
-0.16 0.01 0.06
-0.15 0.25 -0.15
-0.18 -0.22 0.12
0.22 -0.12 -0.20
0.06 -0.10 -0.01
0.25 -0.08 -0.02
-0.02 0.23 0.22
0.13 0.07 0.12
0.02 -0.09 -0.15
0.01 0.01 0.08
-0.15 0.12 0.05
0.01 -0.05 -0.09
-0.09 0.14 -0.26
0.05 0.15 0.24
-0.17 -0.09 0.22
0.16 0.17 0.25
-0.10 0.02 -0.18
0.05 -0.09 0.10
-0.01 0.11 -0.07
0.20 -0.05 -0.21
0.05 -0.08 0.04
-0.07 0.03 -0.13
-0.04 -0.09 0.10
-0.26 -0.26 0.02
-0.03 0.32 -0.09
1.38 -0.94 0.25
-0.14 0.44 0.67
-0.59 -0.77 -0.07
-0.52 -0.09 -0.56
-0.25 0.24 -0.11
-0.15 0.44 0.41
0.48 -0.07 -0.85
-0.73 0.11 -0.05
0.30 -0.01 -0.27
0.12 -0.12 0.52
0.40 -0.20 0.72
0.09 0.08 -0.43
-0.44 0.15 -0.29
0.11 -0.08 0.41
0.43 -0.05 -0.02
-0.25 -0.05 0.08
-0.02 0.05 -0.10
0.17 -0.26 0.33
0.27 0.14 -0.14
-1.18 -0.01 -2.06
0.90 0.13 2.37
-0.10 0.03 -0.15
-0.05 0.22 0.09
0.18 -0.13 0.06
-0.28 0.03 0.08
-0.09 -0.25 -0.01
0.19 0.24 -0.21
-0.34 -0.05 0.00

Values from the calculation:
- E_tot (Ha) = -4411.15339
- HOMO energy (eV) = -1.750
- charge = -1